1.
C25H26Cl2N8O2Pd as an isolated structure in a non-equilibrium geometry. Source: the OMol25 dataset; level of theory: wB97M-V/def2-TZVPD.

**Energy above the lowest of the compared OMol25 structures with the same formula, charge and spin**: 21.5 kcal/mol

Element x y z (Å)
Pd1 0.2637 -2.0932 -1.5221
C1 3.5007 2.3810 -0.8552
N1 2.3842 1.6387 -1.3649
C2 1.9428 0.4323 -0.9739
N2 0.7896 0.1829 -1.5534
C3 0.5533 1.2767 -2.3021
N3 1.4957 2.1822 -2.2018
C4 3.3189 2.6909 0.6124
C5 4.4072 3.0011 1.4177
C6 4.2229 3.2858 2.7622
C7 2.9597 3.2575 3.3269
C8 1.8684 2.9396 2.5247
C9 2.0549 2.6707 1.1722
C10 0.5029 2.9100 3.0081
N4 -0.0424 3.6102 3.9552
N5 -1.3570 3.3497 3.9360
C11 -1.5685 2.4907 2.9822
O1 -0.4217 2.1630 2.3531
C12 -2.8518 1.9250 2.6113
C13 -3.9864 2.7253 2.7281
C14 -5.2234 2.2059 2.4022
C15 -5.3441 0.8809 2.0187
C16 -4.2206 0.0653 1.9408
C17 -4.3900 -1.4107 1.6842
N6 -3.2784 -2.0185 1.0104
C18 -2.7225 -1.7204 -0.1762
N7 -1.7530 -2.5711 -0.4318
C19 -1.7386 -3.3833 0.6463
N8 -2.6519 -3.0752 1.5353
C20 -2.9679 0.6012 2.2002
H1 3.5506 3.3066 -1.4364
H2 4.4222 1.8110 -1.0080
H3 2.4633 -0.2121 -0.2891
H4 -0.3235 1.3940 -2.9077
H5 5.4003 3.0215 0.9932
H6 5.0813 3.5233 3.3723
H7 2.8168 3.4686 4.3748
H8 1.1838 2.4634 0.5705
H9 -3.8778 3.7438 3.0634
H10 -6.1007 2.8321 2.4579
H11 -6.3200 0.4765 1.7926
H12 -5.3128 -1.5984 1.1224
H13 -4.4643 -1.9231 2.6501
H14 -3.0474 -0.9202 -0.8108
H15 -1.0670 -4.2119 0.7553
H16 -2.0856 -0.0166 2.1170
Cl1 1.7004 -3.1277 0.1480
C21 3.0369 -3.8044 1.0867
Cl2 3.8218 -2.5478 2.0712
H17 3.7882 -4.2134 0.4107
H18 2.6535 -4.5668 1.7662
C22 -0.2265 -2.0930 -5.2003
C23 1.2426 -1.7408 -4.9174
C24 1.6538 -2.8072 -3.8724
O2 0.6198 -3.7669 -3.8549
C25 -0.5534 -2.9947 -4.0085
H19 -0.3167 -2.6700 -6.1220
H20 -0.8660 -1.2173 -5.2691
H21 1.3248 -0.7387 -4.4927
H22 1.8505 -1.7977 -5.8198
H23 1.7103 -2.3341 -2.8512
H24 2.5928 -3.3105 -4.1045
H25 -0.6972 -2.3597 -3.0803
H26 -1.4014 -3.6624 -4.1540

---

2.
C25H26Cl3N5RuS2 as an isolated structure. Source: the OMol25 dataset; level of theory: wB97M-V/def2-TZVPD.

**Energy above the lowest of the compared OMol25 structures with the same formula, charge and spin**: 5.4 kcal/mol
**2S+1**: 2
**Charge**: +1
**Expectation value of S²**: 0.76

Element x y z (Å)
Ru1 0.0677 -0.2634 0.1373
C1 2.8701 0.8062 1.0214
C2 3.2236 -0.3347 0.0840
C3 2.6787 -0.1289 -1.3110
C4 3.5653 -0.1436 -2.3772
C5 3.1123 0.0717 -3.6680
C6 1.7666 0.3170 -3.8551
C7 0.9349 0.3194 -2.7513
N1 1.3578 0.0952 -1.5034
N2 1.4522 0.7896 1.4793
C8 1.3015 0.1325 2.8054
C9 0.1205 -0.8037 2.9542
C10 -0.0298 -1.5341 4.1183
C11 -1.1354 -2.3524 4.2662
C12 -2.0639 -2.4126 3.2428
C13 -1.8326 -1.6799 2.0947
N3 -0.7638 -0.8886 1.9465
C14 0.9965 2.2028 1.5430
C15 -0.4916 2.3151 1.5115
C16 -1.2081 3.2085 2.2856
C17 -2.5784 3.3109 2.0938
C18 -3.1723 2.5134 1.1308
C19 -2.3861 1.6261 0.4154
N4 -1.0672 1.5204 0.5996
H1 3.0190 1.7384 0.4784
H2 3.5416 0.8382 1.8842
H3 2.9004 -1.2918 0.4945
H4 4.3103 -0.3821 0.0072
H5 4.6125 -0.3325 -2.1859
H6 3.7988 0.0485 -4.5040
H7 1.3482 0.5003 -4.8344
H8 -0.1238 0.4972 -2.8634
H9 1.2012 0.9042 3.5768
H10 2.2160 -0.4145 3.0383
H11 0.7170 -1.4615 4.8983
H12 -1.2640 -2.9388 5.1661
H13 -2.9428 -3.0372 3.3104
H14 -2.4985 -1.7282 1.2433
H15 1.3463 2.6943 0.6342
H16 1.4309 2.7183 2.4046
H17 -0.6966 3.8176 3.0190
H18 -3.1672 4.0012 2.6827
H19 -4.2340 2.5633 0.9337
H20 -2.8247 0.9794 -0.3325
C20 -1.9569 -3.3012 -2.8103
C21 -1.1211 -2.6165 -1.7655
S1 -1.5760 -1.0588 -1.2612
C22 -0.0296 -3.2256 -1.1969
C23 0.3865 -4.6151 -1.5916
S2 0.9024 -2.4492 0.0005
H21 -2.7269 -2.6334 -3.1909
H22 -2.4483 -4.1880 -2.4031
H23 -1.3412 -3.6296 -3.6502
H24 -0.4682 -5.2930 -1.6122
H25 1.1282 -5.0094 -0.9003
H26 0.8261 -4.6153 -2.5928
Cl1 -3.4262 3.0091 -2.7504
C24 -2.1627 4.2266 -2.5075
Cl2 -1.8379 5.0783 -4.0158
Cl3 -2.6407 5.3650 -1.2416
C25 -0.9375 3.5435 -2.0793
N5 0.0209 3.0114 -1.7459

---

3.
C25H26CuFN6O3S2 as an isolated structure. Source: the OMol25 dataset; level of theory: wB97M-V/def2-TZVPD.

**Energy above the lowest of the compared OMol25 structures with the same formula, charge and spin**: 9.2 kcal/mol

Element x y z (Å)
Cu1 -0.0950 0.8795 0.0201
C1 3.5556 1.3294 3.9275
S1 3.8001 0.0662 2.6772
C2 2.6321 0.5331 1.4262
S2 1.6496 1.8863 1.5683
N1 2.7023 -0.3263 0.4198
N2 1.7267 -0.1218 -0.4830
C3 1.9314 -0.4879 -1.6955
C4 0.9044 -0.1714 -2.6872
C5 0.9200 -0.7515 -3.9607
C6 -0.0349 -0.3749 -4.8836
C7 -0.9919 0.5672 -4.5168
C8 -0.9367 1.0849 -3.2312
N3 -0.0160 0.7389 -2.3415
H1 4.1905 1.0372 4.7649
H2 2.5202 1.3653 4.2556
H3 3.8486 2.3169 3.5780
H4 2.8620 -0.9578 -2.0060
H5 1.6820 -1.4793 -4.2067
H6 -0.0301 -0.8066 -5.8776
H7 -1.7503 0.9124 -5.2075
H8 -1.6562 1.8271 -2.8998
F1 -1.8660 -3.6617 -4.5692
C9 -2.6627 -2.7802 -3.9135
C10 -2.2413 -2.2063 -2.7461
C11 -3.0903 -1.3254 -2.0752
C12 -2.5612 -0.6587 -0.8524
O1 -1.4635 -1.0003 -0.4313
C13 -3.4219 0.3714 -0.3016
C14 -4.6584 0.5149 -0.8201
N4 -5.1791 -0.1767 -1.8853
C15 -6.5003 0.1222 -2.3556
C16 -7.5431 -0.9616 -2.2921
C17 -7.6026 0.2033 -1.3468
C18 -4.3663 -1.0482 -2.5799
C19 -4.7591 -1.6188 -3.7982
C20 -3.9058 -2.4751 -4.4699
N5 -4.3198 -3.0195 -5.7227
C21 -5.3353 -4.0468 -5.7371
C22 -6.2373 -3.8038 -6.9692
N6 -5.5470 -2.7755 -7.8155
C23 -4.1425 -3.2006 -8.1217
C24 -3.3591 -3.1815 -6.7893
C25 -3.0442 1.3344 0.8547
O2 -4.0006 1.7699 1.4989
O3 -1.8252 1.6099 0.9713
H9 -1.2660 -2.4045 -2.3221
H10 -5.3217 1.2362 -0.3601
H11 -6.5440 0.8120 -3.1938
H12 -7.2244 -1.9092 -1.8805
H13 -8.2707 -1.0131 -3.0911
H14 -7.3380 0.0199 -0.3160
H15 -8.3603 0.9565 -1.5017
H16 -5.7184 -1.3728 -4.2331
H17 -5.9237 -3.9852 -4.8254
H18 -4.9028 -5.0552 -5.7899
H19 -7.2190 -3.4069 -6.7167
H20 -6.3569 -4.6908 -7.5887
H21 -5.4775 -1.9265 -7.2447
H22 -6.0777 -2.5622 -8.6578
H23 -3.7380 -2.5201 -8.8679
H24 -4.2152 -4.1971 -8.5543
H25 -2.6629 -2.3441 -6.7637
H26 -2.7749 -4.1047 -6.7143

---

4.
C25H26EuOPS7Se2 as an isolated structure in a non-equilibrium geometry. Source: the OMol25 dataset; level of theory: wB97M-V/def2-TZVPD.

**Energy above the lowest of the compared OMol25 structures with the same formula, charge and spin**: 0.0 kcal/mol
**2S+1**: 7
**Charge**: -2
**Expectation value of S²**: 12.22

Element x y z (Å)
Eu1 -0.0836 -0.4551 -0.0462
Se1 2.7445 0.6956 1.2369
P1 2.3351 2.3809 -0.2081
Se2 0.8710 1.6719 -1.7477
C1 1.3239 3.6188 0.6779
C2 1.2968 3.5841 2.0574
C3 0.4544 4.4505 2.7227
C4 -0.3519 5.3943 2.0554
C5 -0.4646 5.2785 0.7031
C6 0.4403 4.4329 0.0092
C7 3.8471 3.0999 -0.8517
C8 4.3545 4.3833 -0.4430
C9 5.4404 4.9393 -1.0889
C10 6.0485 4.2942 -2.2065
C11 5.5950 3.0661 -2.5635
C12 4.5510 2.4151 -1.8330
H1 1.9656 2.9909 2.6958
H2 0.4812 4.4807 3.8104
H3 -0.8776 6.1663 2.6164
H4 -1.0918 5.8765 0.0624
H5 0.5140 4.5520 -1.0450
H6 3.8766 4.9789 0.3040
H7 5.8765 5.8758 -0.7133
H8 6.9530 4.7160 -2.6757
H9 5.9005 2.6256 -3.4909
H10 4.1753 1.5026 -2.2234
S1 1.3274 -2.8041 -0.9080
C13 1.1871 -4.1112 0.2580
C14 2.1369 -5.1730 0.2314
C15 1.9709 -6.2493 1.0852
C16 0.8822 -6.2483 1.9577
C17 -0.1079 -5.3260 1.9032
C18 0.0315 -4.1498 1.1044
S2 -1.3884 -3.1764 1.1171
H11 2.8820 -5.0124 -0.5189
H12 2.7172 -7.0613 1.1161
H13 0.9019 -6.9859 2.7343
H14 -0.9055 -5.3610 2.5489
C19 -1.7452 -3.7582 -2.4650
C20 -1.2623 -2.4057 -2.9513
O1 -1.6821 -1.2716 -2.0247
H15 -1.3791 -4.4276 -3.2609
H16 -2.8921 -3.7707 -2.5152
H17 -1.3491 -3.9528 -1.4371
H18 -1.7268 -2.1891 -3.8832
H19 -0.1527 -2.4654 -3.0273
H20 -2.2760 -0.7077 -2.5791
C21 -5.4175 -2.5805 2.1410
S3 -4.9881 -0.8136 2.0325
C22 -5.0286 -0.4405 0.3434
C23 -4.1686 0.3930 -0.3486
S4 -2.8097 1.1557 0.5005
S5 -4.4305 0.5647 -2.0520
C24 -6.0716 -0.3152 -2.1412
S6 -7.0496 -0.7820 -3.3209
S7 -6.5586 -0.8067 -0.4694
H21 -6.2154 -2.8754 1.4541
H22 -5.8450 -2.7334 3.1389
H23 -4.4862 -3.1247 1.9000
C25 -0.0651 0.2880 2.4201
H24 0.8721 0.2485 2.9397
H25 -0.9717 0.0030 2.9738
H26 -0.1116 1.4113 2.1874

---

5.
An isolated molecule of C25H26F3N3O3S. Source: the OMol25 dataset; level of theory: wB97M-V/def2-TZVPD.

**Energy above the lowest of the compared OMol25 structures with the same formula, charge and spin**: 0.0 kcal/mol
**SMILES**: O=C(CN1C(=O)/C(=C/c2ccc(C(F)(F)F)cc2)Sc2ccccc21)NCCCN1CCOCC1

Element x y z (Å)
O1 2.7203 1.2258 0.0197
C1 1.7731 0.6026 0.4591
C2 0.7792 1.2376 1.4510
N1 -0.5488 1.4441 0.8931
C3 -1.4281 0.4119 1.0299
O2 -1.0387 -0.6744 1.4476
C4 -2.8583 0.6012 0.7147
C5 -3.6179 -0.5123 0.6165
C6 -5.0341 -0.6446 0.3687
C7 -5.9726 0.3389 0.6936
C8 -7.3122 0.1571 0.4132
C9 -7.7387 -1.0147 -0.1976
C10 -9.1981 -1.2227 -0.4771
F1 -9.8511 -0.0765 -0.7254
F2 -9.4192 -2.0230 -1.5319
F3 -9.8370 -1.7961 0.5644
C11 -6.8261 -2.0189 -0.5028
C12 -5.4917 -1.8337 -0.2152
S1 -3.5023 2.2278 0.6083
C13 -2.0950 3.1120 0.0210
C14 -2.3291 4.3214 -0.6201
C15 -1.2741 5.0607 -1.1147
C16 0.0168 4.5730 -0.9867
C17 0.2553 3.3729 -0.3446
C18 -0.7979 2.6308 0.1921
N2 1.4674 -0.6614 0.1508
C19 2.2726 -1.5003 -0.7069
C20 2.9735 -2.6013 0.0909
C21 4.1107 -2.0100 0.9280
N3 5.1518 -1.5032 0.0510
C22 5.7179 -0.2315 0.4641
C23 6.6724 0.2575 -0.6246
O3 7.6978 -0.6765 -0.8785
C24 7.1488 -1.9133 -1.2627
C25 6.2107 -2.4641 -0.1884
H1 1.1740 2.1985 1.7850
H2 0.6687 0.5685 2.3096
H3 -3.0712 -1.4443 0.7000
H4 -5.6628 1.2371 1.2012
H5 -8.0295 0.9224 0.6670
H6 -7.1669 -2.9338 -0.9628
H7 -4.7819 -2.6111 -0.4545
H8 -3.3469 4.6652 -0.7209
H9 -1.4594 6.0018 -1.6078
H10 0.8492 5.1277 -1.3904
H11 1.2669 3.0079 -0.2798
H12 0.6709 -1.0848 0.6173
H13 3.0274 -0.8669 -1.1769
H14 1.6279 -1.9381 -1.4750
H15 3.3791 -3.3356 -0.6047
H16 2.2539 -3.1022 0.7416
H17 3.7152 -1.1842 1.5242
H18 4.4995 -2.7682 1.6250
H19 4.9095 0.4928 0.5753
H20 6.2689 -0.3184 1.4179
H21 7.1674 1.1799 -0.3175
H22 6.0982 0.4389 -1.5449
H23 7.9916 -2.5879 -1.4246
H24 6.5862 -1.7962 -2.2018
H25 5.7736 -3.4032 -0.5340
H26 6.7930 -2.6624 0.7309

---

6.
A 2-piece molecular cluster, C25H26N overall in a non-equilibrium geometry. Source: the OMol25 dataset; level of theory: wB97M-V/def2-TZVPD.

**Energy above the lowest of the compared OMol25 structures with the same formula, charge and spin**: 33.2 kcal/mol
**Charge**: +1

Element x y z (Å)
C1 0.9409 1.9681 -0.2775
N1 1.8117 1.6594 0.8247
C2 1.5448 2.3664 2.0469
C3 2.7185 2.6954 2.9801
C4 3.8693 1.7086 2.8967
C5 4.2884 1.5360 1.4456
C6 3.1302 1.1912 0.4968
H1 1.5178 2.0891 -1.2136
H2 0.1650 1.2003 -0.4661
H3 0.4118 2.9206 -0.0841
H4 0.9927 3.2920 1.7872
H5 0.8242 1.7436 2.6149
H6 3.1032 3.6949 2.7386
H7 2.3171 2.7574 3.9861
H8 4.7082 2.0842 3.4727
H9 3.5934 0.7487 3.3384
H10 4.7654 2.4673 1.1136
H11 5.0353 0.7562 1.3387
H12 3.0630 0.0843 0.4391
H13 3.3685 1.5252 -0.5342
C7 -1.0570 -0.8709 -0.5057
C8 -0.9323 -1.9856 0.4192
C9 0.2299 -2.8062 0.4437
C10 0.2560 -3.9962 1.1723
C11 -0.8484 -4.4037 1.9359
C12 -1.9935 -3.5973 1.9409
C13 -2.0501 -2.4220 1.1949
C14 -2.1471 0.1047 -0.4372
C15 -2.4784 0.5121 -1.7816
C16 -3.5659 1.3310 -2.0415
C17 -4.3556 1.7648 -0.9671
C18 -4.0553 1.3524 0.3416
C19 -2.9522 0.5295 0.6199
C20 -1.5697 -0.1595 -2.6947
C21 -0.6826 -0.9967 -1.9166
C22 0.1212 -1.9147 -2.6005
C23 0.1534 -1.8795 -4.0052
C24 -0.6520 -1.0028 -4.7445
C25 -1.5507 -0.1526 -4.0819
H14 1.1005 -2.5101 -0.1361
H15 1.1611 -4.6155 1.1606
H16 -0.8116 -5.3142 2.5239
H17 -2.8558 -3.8897 2.5507
H18 -2.9856 -1.8758 1.1406
H19 -3.7539 1.6358 -3.0709
H20 -5.2040 2.4253 -1.1598
H21 -4.6845 1.6945 1.1580
H22 -2.7213 0.2014 1.6337
H23 0.6874 -2.6613 -2.0546
H24 0.8334 -2.5434 -4.5362
H25 -0.5960 -0.9762 -5.8342
H26 -2.2090 0.5333 -4.6121

---

7.
An isolated molecule of C25H26N4O6. Source: the OMol25 dataset; level of theory: wB97M-V/def2-TZVPD.

**Energy above the lowest of the compared OMol25 structures with the same formula, charge and spin**: 0.0 kcal/mol
**SMILES**: C[C@H](NC(=O)c1nc[nH]c1C(=O)N[C@@H](C)C(=O)OCc1ccccc1)C(=O)OCc1ccccc1

Element x y z (Å)
C1 -3.6743 0.3557 2.0981
C2 -2.7984 -0.8918 2.0250
N1 -1.5085 -0.6208 2.6195
C3 -0.3625 -1.1554 2.1825
O1 -0.2972 -1.9070 1.2134
C4 0.8071 -0.7423 2.9725
N2 0.6350 -0.1124 4.1735
C5 1.8310 0.1324 4.6319
N3 2.7859 -0.2990 3.7851
C6 2.1641 -0.8691 2.7120
C7 3.0013 -1.2840 1.5613
O2 4.2011 -1.0529 1.5751
N4 2.3335 -1.8761 0.5606
C8 2.9098 -2.0725 -0.7530
C9 2.5255 -3.4298 -1.3185
C10 2.3484 -0.9298 -1.6076
O3 1.4327 -1.0296 -2.3815
O4 2.9688 0.2105 -1.3191
C11 2.4345 1.4036 -1.8912
C12 1.2258 1.9089 -1.1430
C13 1.0677 1.6340 0.2081
C14 -0.0370 2.1054 0.8939
C15 -0.9871 2.8659 0.2356
C16 -0.8284 3.1545 -1.1087
C17 0.2708 2.6748 -1.7971
C18 -2.6282 -1.3245 0.5598
O5 -3.0795 -2.3508 0.1297
O6 -2.0386 -0.3737 -0.1544
C19 -1.7478 -0.6714 -1.5208
C20 -2.2117 0.4251 -2.4337
C21 -3.3444 1.1734 -2.1473
C22 -3.7631 2.1675 -3.0143
C23 -3.0588 2.4153 -4.1797
C24 -1.9319 1.6655 -4.4740
C25 -1.5069 0.6782 -3.6038
H1 -4.6496 0.1493 1.6650
H2 -3.8115 0.6578 3.1344
H3 -3.2028 1.1652 1.5463
H4 -3.2841 -1.7299 2.5460
H5 -1.4645 -0.0709 3.4672
H6 2.0355 0.6171 5.5654
H7 3.7910 -0.2269 3.8528
H8 1.3211 -2.0227 0.6579
H9 3.9941 -1.9494 -0.6567
H10 2.9558 -3.5574 -2.3078
H11 2.8863 -4.2202 -0.6665
H12 1.4433 -3.4981 -1.3979
H13 2.1761 1.2188 -2.9397
H14 3.2504 2.1309 -1.8378
H15 1.8180 1.0510 0.7221
H16 -0.1470 1.8857 1.9458
H17 -1.8469 3.2429 0.7699
H18 -1.5661 3.7473 -1.6279
H19 0.3873 2.8952 -2.8477
H20 -0.6666 -0.8093 -1.6105
H21 -2.2411 -1.6179 -1.7788
H22 -3.8971 0.9779 -1.2403
H23 -4.6443 2.7477 -2.7811
H24 -3.3877 3.1896 -4.8575
H25 -1.3816 1.8548 -5.3844
H26 -0.6244 0.0954 -3.8212

---

8.
C25H26N6O5SbSn as an isolated structure. Source: the OMol25 dataset; level of theory: wB97M-V/def2-TZVPD.

**Charge**: +3

Element x y z (Å)
Sn1 0.1077 -0.8097 -0.1559
C1 0.8132 1.3173 -4.1108
C2 -0.3877 1.8917 -3.4315
C3 -1.2081 2.8450 -4.0350
C4 -2.3040 3.3485 -3.3571
C5 -2.5835 2.8971 -2.0676
C6 -1.7076 1.9487 -1.6019
N1 -0.6651 1.4476 -2.1925
Sb1 -1.0374 2.6435 1.3947
C7 -1.2588 0.8160 2.5203
C8 -1.7700 1.0329 3.7957
C9 -2.0456 -0.0392 4.6257
C10 -1.8289 -1.3096 4.1224
C11 -1.3320 -1.4640 2.8360
C12 -1.1520 -2.8687 2.3328
N2 -1.0273 -0.4208 2.0341
C13 0.9668 2.3622 0.7815
C14 1.6822 3.5331 0.6193
C15 3.0600 3.4476 0.4053
C16 3.6387 2.2018 0.3620
C17 2.8502 1.0521 0.5155
C18 3.4651 -0.3110 0.4287
N3 1.5336 1.1385 0.7342
H1 0.9807 1.7781 -5.0806
H2 0.6847 0.2439 -4.2585
H3 1.7020 1.4672 -3.4962
H4 -0.9790 3.1894 -5.0338
H5 -2.9406 4.0925 -3.8172
H6 -3.4200 3.2675 -1.4914
H7 -1.9684 2.0420 4.1391
H8 -2.4348 0.1088 5.6246
H9 -2.0518 -2.1838 4.7200
H10 -1.5318 -3.5938 3.0486
H11 0.8168 -2.9702 2.8944
H12 -1.5968 -3.0387 1.3557
H13 1.1956 4.5002 0.6669
H14 3.6560 4.3426 0.2843
H15 4.7042 2.0925 0.2111
H16 4.5462 -0.2612 0.5327
H17 3.2596 -0.7606 -0.5488
H18 3.0680 -0.9679 1.2020
C19 -2.3715 -3.6253 -1.6258
C20 -3.0367 -2.3719 -1.1872
N4 -2.4487 -1.2898 -0.7175
C21 -3.4672 -0.3907 -0.4506
C22 -4.6876 -0.9585 -0.7525
N5 -4.3818 -2.1887 -1.2224
C23 -6.1540 -0.5873 -0.7435
O1 -6.5223 0.5348 -0.1542
O2 -6.9117 -1.3799 -1.2141
C24 -3.2382 0.9457 0.0269
O3 -3.9684 1.6938 0.5951
O4 -1.8850 1.4109 -0.2419
H19 -1.2987 -3.5621 -1.4521
H20 -2.5367 -3.7918 -2.6912
H21 -2.7702 -4.4895 -1.0930
H22 -5.0996 -2.8235 -1.5633
H23 -5.7952 1.0099 0.2769
O5 0.2568 -3.2169 2.1334
N6 0.8181 -2.6071 0.8861
C25 1.6078 -3.6566 0.2639
H24 1.0299 -4.5550 0.0383
H25 2.4919 -3.9229 0.8476
H26 1.9628 -3.2352 -0.6815

---

no.,E (hartree)
1,-2604.97394
2,-3513.74572
3,-4059.12775
4,-9685.39035
5,-2056.08081
6,-1022.70111
7,-1638.84744
8,-2126.55016